Computed, not measured: a single C5H4O2 molecule at a distorted geometry, with ωB97M-V/def2-TZVPD.

```
! RIJCOSX wB97M-V def2-TZVPD def2/J DEFGRID3
* xyz 0 1
O 1.23 -1.99 1.44
C 0.59 -1.43 0.69
C 0.64 1.36 0.63
C -0.23 1.15 -0.38
C -0.89 -0.08 -0.79
C -0.53 -1.34 -0.44
O -0.80 -2.52 -0.64
H 0.82 0.65 1.43
H 1.24 2.26 0.66
H -0.45 2.01 -1.02
H -1.62 -0.03 -1.59
*
```

## Properties
total energy	-343.2903	a.u.
Kohn-Sham gap (alpha / beta)	7.443 / 7.442	eV